(1)
Below is a structure of composition C21H42GaN2OS2 at a distorted geometry, with properties calculated with the ωB97M-V functional and the def2-TZVPD basis.

```
69
C21H42GaN2OS2 | the OMol25 dataset | the ωB97M-V functional and the def2-TZVPD basis
C -0.889 1.624 4.801
C -2.116 0.737 4.597
C -1.870 -0.745 4.914
C -1.058 -1.438 3.814
C -0.583 -2.854 4.186
C 0.782 -3.218 3.585
C 0.817 -3.044 2.041
C 1.728 -1.878 1.666
N 1.680 -1.405 0.253
C 0.573 -1.960 -0.544
C 0.537 -1.491 -1.988
C -0.724 -2.051 -2.694
C -1.786 -1.034 -3.116
C -2.178 -0.031 -2.024
C -3.601 0.502 -2.184
C -3.841 1.267 -3.494
C -5.000 2.281 -3.404
C 1.739 0.024 0.242
S 0.495 1.027 0.609
S 3.351 0.479 -0.172
C 3.449 2.252 0.115
C 3.524 3.085 -1.169
C 4.850 2.817 -1.942
Ga 4.692 1.910 -3.755
O 2.904 1.113 -3.853
C 2.015 1.813 -4.389
N 1.193 2.456 -4.871
H -0.683 1.769 5.865
H -1.035 2.611 4.359
H 0.007 1.197 4.348
H -2.920 1.107 5.242
H -2.469 0.840 3.568
H -2.846 -1.235 4.972
H -1.348 -0.837 5.870
H -0.229 -0.792 3.523
H -1.703 -1.499 2.931
H -1.313 -3.570 3.791
H -0.555 -2.955 5.274
H 1.037 -4.245 3.856
H 1.537 -2.562 4.032
H -0.205 -2.892 1.706
H 1.211 -3.967 1.611
H 1.532 -1.048 2.349
H 2.755 -2.200 1.876
H 0.728 -3.042 -0.554
H -0.404 -1.748 -0.093
H 0.552 -0.402 -2.055
H 1.420 -1.844 -2.524
H -0.404 -2.609 -3.576
H -1.208 -2.780 -2.031
H -2.689 -1.598 -3.385
H -1.469 -0.507 -4.018
H -1.480 0.810 -2.021
H -2.099 -0.511 -1.042
H -3.804 1.179 -1.346
H -4.308 -0.329 -2.083
H -4.077 0.540 -4.275
H -2.915 1.772 -3.764
H -5.454 2.285 -2.412
H -5.794 2.056 -4.118
H -4.665 3.297 -3.619
H 4.369 2.415 0.680
H 2.609 2.541 0.746
H 3.487 4.134 -0.869
H 2.657 2.847 -1.786
H 5.484 2.162 -1.334
H 5.403 3.750 -2.075
H 5.720 0.684 -3.877
H 4.885 2.934 -4.966
```

Values from the calculation:
2S+1	1
Kohn-Sham gap	7.894	eV
total charge	-1

Electronic structure analysis, Löwdin charges in units of e: atom 1 (C): -0.113, atom 2 (C): -0.267, atom 3 (C): -0.224, atom 4 (C): -0.217, atom 5 (C): -0.208, atom 6 (C): -0.202, atom 7 (C): -0.189, atom 8 (C): -0.196, atom 9 (N): -0.221, atom 10 (C): -0.237, atom 11 (C): -0.176, atom 12 (C): -0.199, atom 13 (C): -0.211, atom 14 (C): -0.226, atom 15 (C): -0.236, atom 16 (C): -0.253, atom 17 (C): -0.113, atom 18 (C): -1.116, atom 19 (S): 0.690, atom 20 (S): 0.991, atom 21 (C): -0.503, atom 22 (C): -0.328, atom 23 (C): -0.322, atom 24 (Ga): 0.369, atom 25 (O): -0.186, atom 26 (C): -0.612, atom 27 (N): 0.070, atom 28 (H): 0.068, atom 29 (H): 0.069, atom 30 (H): 0.059, atom 31 (H): 0.098, atom 32 (H): 0.105, atom 33 (H): 0.108, atom 34 (H): 0.108, atom 35 (H): 0.083, atom 36 (H): 0.115, atom 37 (H): 0.110, atom 38 (H): 0.102, atom 39 (H): 0.101, atom 40 (H): 0.108, atom 41 (H): 0.093, atom 42 (H): 0.110, atom 43 (H): 0.086, atom 44 (H): 0.121, atom 45 (H): 0.123, atom 46 (H): 0.093, atom 47 (H): 0.092, atom 48 (H): 0.118, atom 49 (H): 0.103, atom 50 (H): 0.105, atom 51 (H): 0.107, atom 52 (H): 0.115, atom 53 (H): 0.104, atom 54 (H): 0.098, atom 55 (H): 0.102, atom 56 (H): 0.109, atom 57 (H): 0.099, atom 58 (H): 0.109, atom 59 (H): 0.058, atom 60 (H): 0.058, atom 61 (H): 0.064, atom 62 (H): 0.072, atom 63 (H): 0.024, atom 64 (H): 0.098, atom 65 (H): 0.080, atom 66 (H): 0.018, atom 67 (H): 0.029, atom 68 (H): -0.100, atom 69 (H): -0.087


(2)
Below is a structure of composition C19H18NOReS at a distorted geometry, with properties calculated with the ωB97M-V functional and the def2-TZVPD basis.

```
41
C19H18NOReS | the OMol25 dataset | the ωB97M-V functional and the def2-TZVPD basis
C 3.174 2.088 0.375
C 3.751 0.691 -0.233
C 2.657 0.194 -1.054
H 4.657 0.060 -0.183
C 1.618 1.222 -1.246
C 1.861 2.223 -0.219
H 1.344 3.176 -0.241
H 3.520 2.908 1.011
H 2.795 -0.598 -1.756
H 1.022 1.362 -2.152
C 1.003 -1.613 2.110
C 2.264 -1.171 2.657
C 2.004 0.077 3.369
H 3.156 -1.669 2.361
C 0.721 0.515 3.008
C 0.010 -0.578 2.438
H -1.078 -0.757 2.515
H 0.794 -2.593 1.769
H 2.625 0.725 4.015
H 0.288 1.435 3.438
Re 1.194 0.266 0.499
O -0.064 -0.797 -0.248
C -0.466 -0.948 -1.620
C -1.556 0.016 -1.926
H 0.370 -0.723 -2.331
H -0.834 -1.990 -1.783
H -1.271 1.068 -2.105
H -3.387 0.924 -3.527
C -3.823 0.268 -2.764
C -2.918 -0.290 -1.809
C -3.449 -1.195 -0.816
H -2.759 -1.593 -0.059
C -4.804 -1.500 -0.814
H -5.209 -2.169 -0.048
C -5.659 -0.959 -1.788
H -6.719 -1.213 -1.790
C -5.161 -0.083 -2.766
H -5.815 0.331 -3.536
S 3.403 0.731 1.490
C 4.922 0.967 2.522
N 5.822 1.194 3.238
```

Values from the calculation:
energy above the lowest of the compared OMol25 structures with the same formula, charge and spin	583.76	kJ/mol
2S+1	4
Kohn-Sham gap (alpha / beta)	5.160 / 6.488	eV
total charge	+1

Electronic structure analysis, Löwdin charges in units of e: atom 1 (C): -0.315, atom 2 (C): -0.333, atom 3 (C): -0.241, atom 4 (H): 0.142, atom 5 (C): -0.270, atom 6 (C): -0.231, atom 7 (H): 0.131, atom 8 (H): 0.140, atom 9 (H): 0.123, atom 10 (H): 0.132, atom 11 (C): -0.147, atom 12 (C): -0.179, atom 13 (C): -0.230, atom 14 (H): 0.096, atom 15 (C): -0.209, atom 16 (C): -0.196, atom 17 (H): 0.132, atom 18 (H): 0.107, atom 19 (H): 0.118, atom 20 (H): 0.127, atom 21 (Re): 1.503, atom 22 (O): -0.360, atom 23 (C): -0.239, atom 24 (C): -0.040, atom 25 (H): 0.111, atom 26 (H): 0.144, atom 27 (H): 0.114, atom 28 (H): 0.117, atom 29 (C): -0.033, atom 30 (C): -0.246, atom 31 (C): -0.020, atom 32 (H): 0.108, atom 33 (C): -0.079, atom 34 (H): 0.111, atom 35 (C): -0.068, atom 36 (H): 0.109, atom 37 (C): -0.075, atom 38 (H): 0.111, atom 39 (S): 0.987, atom 40 (C): -0.305, atom 41 (N): 0.152


(3)
Below is a cluster of 2 separate species, C4H12OS in total at a distorted geometry, with properties calculated with the ωB97M-V functional and the def2-TZVPD basis.

```
18
C4H12OS | the OMol25 dataset | the ωB97M-V functional and the def2-TZVPD basis
C 1.287 0.766 -1.691
C 0.022 0.307 -0.998
C 0.314 0.332 0.516
C -0.911 0.545 1.445
S -0.647 -0.222 3.115
H 1.631 1.697 -1.238
H 1.216 1.043 -2.742
H 2.108 0.054 -1.610
H -0.874 0.922 -1.120
H -0.234 -0.713 -1.289
H 0.734 -0.614 0.861
H 1.046 1.036 0.933
H -1.229 1.577 1.621
H -1.767 -0.015 1.045
H -1.956 -0.490 3.333
H 0.213 -0.410 -4.330
H 0.798 -1.454 -5.296
O 0.319 -1.354 -4.466
```

Values from the calculation:
energy above the lowest of the compared OMol25 structures with the same formula, charge and spin	110.19	kJ/mol
2S+1	2
Kohn-Sham gap (alpha / beta)	9.596 / 4.650	eV
total charge	+1

Electronic structure analysis, Löwdin charges in units of e: atom 1 (C): -0.101, atom 2 (C): -0.227, atom 3 (C): -0.271, atom 4 (C): -0.420, atom 5 (S): 1.153, atom 6 (H): 0.078, atom 7 (H): 0.070, atom 8 (H): 0.093, atom 9 (H): 0.116, atom 10 (H): 0.119, atom 11 (H): 0.098, atom 12 (H): 0.120, atom 13 (H): 0.110, atom 14 (H): 0.098, atom 15 (H): -0.035, atom 16 (H): 0.013, atom 17 (H): 0.044, atom 18 (O): -0.058


(4)
Below is a structure of composition C31H31As2NO3Pd, with properties calculated with the ωB97M-V functional and the def2-TZVPD basis.

```
69
C31H31As2NO3Pd | the OMol25 dataset | the ωB97M-V functional and the def2-TZVPD basis
Pd 0.433 -0.333 0.182
C 1.714 -2.742 -2.560
As 0.974 -0.952 -2.289
C 0.029 -0.834 -3.982
C 2.520 0.192 -2.558
C 2.815 0.808 -3.769
C 3.923 1.635 -3.879
C 4.747 1.839 -2.781
C 4.450 1.235 -1.568
C 3.323 0.428 -1.445
As 2.784 -0.362 0.265
C 4.005 -1.872 0.403
C 3.619 0.866 1.508
H 2.368 -2.768 -3.430
H 0.871 -3.415 -2.717
H 2.257 -3.080 -1.683
H 0.697 -1.076 -4.808
H -0.402 0.156 -4.114
H -0.790 -1.548 -3.944
H 2.182 0.645 -4.632
H 4.144 2.118 -4.822
H 5.615 2.481 -2.864
H 5.092 1.423 -0.717
H 4.976 -1.513 0.066
H 3.685 -2.700 -0.220
H 4.069 -2.209 1.437
H 4.696 0.897 1.354
H 3.404 0.537 2.524
H 3.183 1.852 1.365
O -1.993 -0.469 -2.009
C -2.937 0.311 -1.277
C -2.691 0.212 0.254
O -3.562 0.669 0.975
O -1.606 -0.331 0.683
C -4.327 -0.180 -1.678
C -5.144 -0.927 -0.839
C -6.349 -1.439 -1.307
C -6.750 -1.210 -2.613
C -5.936 -0.467 -3.459
C -4.734 0.039 -2.993
C -2.696 1.769 -1.632
C -1.427 2.192 -2.017
C -1.178 3.534 -2.271
C -2.194 4.467 -2.135
C -3.457 4.050 -1.735
C -3.706 2.711 -1.482
H -2.136 -1.382 -1.732
H -4.859 -1.086 0.191
H -6.978 -2.013 -0.640
H -7.693 -1.602 -2.971
H -6.239 -0.281 -4.482
H -4.098 0.616 -3.655
H -0.630 1.466 -2.108
H -0.185 3.848 -2.572
H -2.004 5.514 -2.332
H -4.253 4.774 -1.615
H -4.685 2.391 -1.151
N 0.941 2.122 7.097
C 0.826 1.721 6.026
C 0.694 1.228 4.687
C 0.467 2.113 3.634
C 0.371 1.633 2.339
C 0.505 0.273 2.077
C 0.691 -0.611 3.136
C 0.789 -0.140 4.435
H 0.363 3.171 3.838
H 0.170 2.327 1.530
H 0.751 -1.677 2.953
H 0.939 -0.825 5.260
```

Values from the calculation:
energy above the lowest of the compared OMol25 structures with the same formula, charge and spin	48.01	kJ/mol
2S+1	1
Kohn-Sham gap	8.308	eV

Electronic structure analysis, Löwdin charges in units of e: atom 1 (Pd): 0.526, atom 2 (C): -0.273, atom 3 (As): 1.121, atom 4 (C): -0.280, atom 5 (C): -0.416, atom 6 (C): -0.095, atom 7 (C): -0.072, atom 8 (C): -0.073, atom 9 (C): -0.100, atom 10 (C): -0.397, atom 11 (As): 1.119, atom 12 (C): -0.243, atom 13 (C): -0.260, atom 14 (H): 0.038, atom 15 (H): 0.031, atom 16 (H): -0.008, atom 17 (H): 0.033, atom 18 (H): 0.030, atom 19 (H): 0.031, atom 20 (H): 0.093, atom 21 (H): 0.108, atom 22 (H): 0.107, atom 23 (H): 0.092, atom 24 (H): 0.038, atom 25 (H): 0.005, atom 26 (H): 0.037, atom 27 (H): 0.029, atom 28 (H): 0.034, atom 29 (H): 0.043, atom 30 (O): -0.095, atom 31 (C): -0.337, atom 32 (C): -0.581, atom 33 (O): 0.069, atom 34 (O): -0.148, atom 35 (C): -0.149, atom 36 (C): -0.012, atom 37 (C): -0.076, atom 38 (C): -0.097, atom 39 (C): -0.082, atom 40 (C): -0.031, atom 41 (C): -0.144, atom 42 (C): -0.031, atom 43 (C): -0.083, atom 44 (C): -0.095, atom 45 (C): -0.070, atom 46 (C): -0.013, atom 47 (H): 0.108, atom 48 (H): 0.113, atom 49 (H): 0.102, atom 50 (H): 0.098, atom 51 (H): 0.100, atom 52 (H): 0.123, atom 53 (H): 0.066, atom 54 (H): 0.098, atom 55 (H): 0.098, atom 56 (H): 0.103, atom 57 (H): 0.128, atom 58 (N): 0.148, atom 59 (C): -0.193, atom 60 (C): -0.243, atom 61 (C): -0.027, atom 62 (C): -0.109, atom 63 (C): -0.326, atom 64 (C): -0.117, atom 65 (C): -0.036, atom 66 (H): 0.120, atom 67 (H): 0.105, atom 68 (H): 0.097, atom 69 (H): 0.117